Molecular formula: C22H22N7OPtS2
Method: DFT, ωB97M-V/def2-TZVPD

E_tot (eV): -60563.3246
Maximum force (eV/Å): 1.01
Energy above the lowest of the compared OMol25 structures with the same formula, charge and spin (eV): 0.302
Spin multiplicity: 1
LUMO energy (Ha): -0.092
Charge: +1

CARTESIAN COORDINATES (ANGSTROEM)
1 N 2.400 3.329 -0.702
2 C 3.562 1.932 -1.931
3 H -5.597 1.722 -2.596
4 H 1.981 -2.424 6.262
5 S -0.019 2.199 -0.431
6 H 1.857 4.189 1.125
7 C -4.083 -0.489 -3.497
8 N -2.010 -2.148 3.452
9 H -0.237 -2.395 5.270
10 C -0.953 -1.600 2.817
11 H 1.128 4.936 -0.304
12 H 2.660 -1.766 -4.901
13 H -4.127 -2.226 3.065
14 S -1.763 -0.979 -1.444
15 C 3.625 3.113 -1.303
16 N 1.348 -0.772 -1.405
17 C 2.759 -1.112 3.238
18 H 0.907 -2.757 -1.126
19 H 3.924 -1.590 4.948
20 C 1.332 -2.051 -1.824
21 O 1.432 -0.611 1.409
22 H 1.759 -3.505 -3.324
23 C 1.563 2.295 -0.940
24 C -4.283 1.951 -0.839
25 C 2.934 -1.591 4.510
26 H 2.810 0.580 -4.099
27 N -3.939 0.371 -2.333
28 N -3.184 1.189 -0.494
29 C 2.036 4.488 0.094
30 C -2.965 0.237 -1.414
31 H -2.567 1.332 0.291
32 H -3.372 -0.815 0.853
33 C -3.158 -1.898 2.736
34 C 2.393 -0.195 -3.473
35 C 1.847 -2.069 5.250
36 H -3.296 -0.278 -4.219
37 H 4.435 3.814 -1.215
38 H -1.951 -2.663 4.311
39 H -4.018 -1.531 -3.190
40 N -1.396 -1.015 1.701
41 H 4.312 1.386 -2.470
42 C 1.487 -1.098 2.623
43 C 1.937 0.126 -2.200
44 H 3.590 -0.728 2.661
45 C 0.604 -2.060 4.674
46 H -4.621 2.777 -0.242
47 C 0.394 -1.597 3.360
48 Pt -0.152 -0.583 0.171
49 H -5.055 -0.302 -3.946
50 C 1.808 -2.461 -3.051
51 H 2.854 5.201 0.049
52 C 2.313 -1.502 -3.911
53 N 2.280 1.411 -1.708
54 C -2.768 -1.200 1.651
55 C -4.759 1.434 -1.988


Molecular formula: C22H22O3
Method: DFT, ωB97M-V/def2-TZVPD

E_tot (eV): -29309.8170
Maximum force (eV/Å): 2.88
Energy above the lowest of the compared OMol25 structures with the same formula, charge and spin (eV): 0.000
Spin multiplicity: 1
LUMO energy (Ha): -0.033

CARTESIAN COORDINATES (ANGSTROEM)
1 C -2.319 -2.067 -3.746
2 H 2.828 -4.283 2.888
3 C 1.919 3.009 0.281
4 H 1.312 6.360 3.035
5 O 0.170 1.565 -0.349
6 H -1.692 0.637 0.121
7 H 1.442 -0.145 3.746
8 C 1.826 6.348 2.061
9 C 0.383 -0.122 1.880
10 H -1.413 3.628 0.065
11 H 2.601 2.213 0.020
12 H -0.813 -3.605 -3.385
13 C 0.524 2.731 0.072
14 C 1.161 -2.161 2.907
15 H -3.215 -4.034 -6.159
16 H 0.437 -4.033 2.023
17 H 3.399 4.342 1.106
18 C 1.053 -0.732 2.906
19 H 1.457 -4.735 3.952
20 H -2.737 -4.747 -4.586
21 C -1.194 -2.608 -3.099
22 H -1.516 -3.909 -5.604
23 H -2.701 0.798 -1.901
24 H 0.241 -2.342 -1.543
25 C 1.403 5.160 1.286
26 O 1.904 -2.678 3.910
27 C 2.310 -4.055 3.829
28 H -0.669 -2.859 0.146
29 C -0.198 -0.838 0.806
30 C -2.329 -0.200 -2.221
31 H 2.904 6.312 2.229
32 O -3.010 -2.669 -4.742
33 C -0.933 -0.091 -0.215
34 C -2.868 -0.819 -3.317
35 C -0.384 3.814 0.325
36 H -0.645 5.804 1.127
37 C -2.568 -3.923 -5.289
38 C -0.668 -1.939 -1.993
39 H 0.340 0.979 1.840
40 H 1.582 7.285 1.540
41 H -3.780 -0.450 -3.807
42 C -1.266 -0.757 -1.466
43 H 2.994 -4.140 4.672
44 C -0.155 -2.259 0.889
45 C 2.333 4.165 0.905
46 C 0.047 4.978 0.933
47 C 0.502 -2.933 1.922


Molecular formula: C22H23AsN4O7PdS2
Method: DFT, ωB97M-V/def2-TZVPD

E_tot (eV): -129471.4317
Maximum force (eV/Å): 0.05
Energy above the lowest of the compared OMol25 structures with the same formula, charge and spin (eV): 0.000
Spin multiplicity: 1
LUMO energy (Ha): 0.168
Charge: -2

CARTESIAN COORDINATES (ANGSTROEM)
1 H -3.859 -0.886 1.647
2 As -3.166 -0.490 -1.637
3 C -1.499 2.542 0.467
4 H 5.758 2.519 -0.435
5 O -3.297 1.335 3.745
6 O -0.338 -4.508 -0.992
7 C 1.898 1.534 0.107
8 C -0.634 0.849 3.467
9 C -1.396 -2.744 -2.571
10 H -2.377 4.417 0.971
11 O -4.766 -0.780 -1.667
12 H 3.457 2.814 -0.359
13 C 4.304 1.059 0.159
14 C -1.276 -1.425 2.677
15 H -0.379 0.725 4.527
16 C 4.111 -0.286 0.543
17 S 2.492 -0.844 0.923
18 H -0.123 5.591 0.952
19 H 1.916 4.304 0.560
20 C 6.498 -0.689 0.372
21 H 5.029 -2.169 0.896
22 N 3.258 1.948 0.115
23 O -2.387 -0.304 -0.163
24 S -1.008 -3.230 -0.887
25 C -4.000 -0.709 2.715
26 N -0.410 1.814 0.201
27 H 0.257 0.680 2.862
28 C -2.967 0.272 3.219
29 C 0.876 2.392 0.289
30 H -2.431 1.988 0.447
31 H 7.684 0.999 -0.241
32 C -2.213 -1.659 -2.878
33 H -1.872 -1.802 1.848
34 H -0.612 -3.776 -5.703
35 C -0.823 -3.496 -3.590
36 C -2.446 -1.352 -4.217
37 H -0.239 -1.411 2.347
38 C 5.207 -1.134 0.629
39 C 6.688 0.632 -0.017
40 H -1.356 -2.119 3.525
41 H -0.981 1.869 3.313
42 C -0.188 4.526 0.751
43 C -1.880 -2.106 -5.233
44 H -2.086 1.462 -2.047
45 O -2.865 1.064 -2.464
46 Pd -0.333 -0.122 -0.172
47 C 5.606 1.488 -0.132
48 C -1.064 -3.182 -4.917
49 O -2.265 -3.236 -0.176
50 H -0.192 -4.329 -3.314
51 H -3.922 -1.669 3.228
52 C 0.945 3.824 0.522
53 H -2.074 -1.848 -6.268
54 H -3.072 -0.503 -4.458
55 H 7.337 -1.370 0.450
56 N 1.646 0.185 -0.204
57 O -0.056 -2.185 -0.428
58 H -4.981 -0.277 2.897
59 N -1.669 -0.077 3.050
60 C -1.464 3.885 0.748


Molecular formula: C22H23BIN10Rh
Method: DFT, ωB97M-V/def2-TZVPD

E_tot (eV): -49856.4585
Maximum force (eV/Å): 1.05
Energy above the lowest of the compared OMol25 structures with the same formula, charge and spin (eV): 1.124
Spin multiplicity: 1
LUMO energy (spin up / spin down) (Ha): -0.339 / -0.339
Charge: +2

CARTESIAN COORDINATES (ANGSTROEM)
1 C -2.223 1.643 0.308
2 N 2.862 1.057 0.135
3 N 2.098 -0.063 -0.004
4 H -1.958 1.692 1.367
5 C -2.768 -0.491 -0.708
6 H -5.738 -3.799 -0.473
7 H 0.138 -5.033 -1.454
8 C -5.513 -5.788 -1.251
9 C 0.015 -4.128 -0.882
10 H -2.030 -2.696 2.369
11 C -1.217 2.599 -0.432
12 N -0.077 -2.050 -0.090
13 N 0.079 1.944 -0.257
14 H -1.479 2.578 -1.496
15 C 0.255 -2.834 -1.186
16 H -4.774 -0.758 -1.378
17 N 0.915 2.781 0.106
18 H 4.917 1.441 0.333
19 N -0.465 -4.134 0.410
20 N -2.459 -7.828 -0.721
21 C -3.464 -6.872 -0.767
22 C -0.964 3.993 0.014
23 H -1.670 4.806 0.007
24 N -1.844 0.297 -0.173
25 C -3.832 -4.600 0.054
26 C -0.511 -2.867 0.862
27 H 0.628 -2.410 -2.103
28 I -4.350 3.727 1.073
29 C 2.933 -1.116 -0.004
30 H 0.006 -5.988 1.285
31 H 2.946 3.210 -0.588
32 H -5.056 -7.791 -1.899
33 H -2.441 -1.468 -1.041
34 N -1.484 -7.358 -0.056
35 H 5.127 -1.289 0.169
36 H -1.272 -5.062 2.098
37 H -0.837 -1.387 2.327
38 C -4.082 -0.083 -0.889
39 C -5.073 -4.651 -0.548
40 C -4.535 1.176 -0.449
41 C -3.043 -5.745 -0.069
42 C -3.662 2.012 0.169
43 B 2.422 2.535 0.266
44 C -0.975 -2.460 2.217
45 C 4.145 0.696 0.217
46 C -4.722 -6.909 -1.371
47 C -0.859 -5.347 1.133
48 H -5.577 1.446 -0.556
49 H 0.948 4.892 0.596
50 H 2.564 -2.122 -0.097
51 H 2.737 3.014 1.328
52 Rh 0.087 0.008 -0.126
53 H -0.405 -2.955 3.003
54 N -1.798 -6.090 0.362
55 C 4.237 -0.684 0.134
56 C 0.335 4.058 0.291
57 H -6.498 -5.779 -1.697
58 H -3.501 -3.726 0.604